Record 1
{
  "formula": "CH4NO3",
  "method": "wB97M-V/def2-TZVPD",
  "species": ["C", "N", "O", "O", "O", "H", "H", "H", "H"],
  "positions_angstrom": [[-0.6548, -0.4622, 0.3576], [0.1851, -0.3546, -0.7379], [0.8504, -1.1581, -1.2726], [0.1913, 1.0350, -1.2383], [1.3534, 1.2121, -2.0587], [-1.2734, 0.3757, 0.2942], [-0.1323, -0.7643, 1.2638], [-1.2117, -1.3268, 0.3188], [0.8966, 1.5662, -2.7881]],
  "homo_energy_ev": [-17.6, -17.6],
  "spin_multiplicity": 1,
  "charge": 1,
  "de_lowest_kcal_mol": 101.68,
  "e_tot_ha": -320.44113,
  "orbital_gap_ev": [9.88, 9.88],
  "lumo_ev": [-7.67, -7.67]
}



Record 2
{
  "formula": "C3H8NO",
  "method": "wB97M-V/def2-TZVPD",
  "species": ["C", "N", "H", "H", "H", "H", "O", "C", "C", "H", "H", "H", "H"],
  "positions_angstrom": [[1.3494, -2.4435, -0.9143], [1.6082, -1.4807, -0.1136], [1.0595, -2.1900, -1.9252], [1.0989, -3.4185, -0.5060], [2.0826, -1.5671, 0.7796], [1.1879, -0.5592, -0.3275], [-0.1032, 0.5228, 0.3104], [-0.9840, 1.2167, 0.7677], [-1.8280, 2.1420, -0.0158], [-1.1107, 1.3931, 1.8437], [-1.9890, 1.9271, -1.0768], [-2.8334, 2.2433, 0.4159], [-1.5534, 3.2018, 0.0318]],
  "homo_energy_ev": -14.3,
  "spin_multiplicity": 1,
  "charge": 1,
  "de_lowest_kcal_mol": 26.93,
  "e_tot_ha": -248.79297,
  "orbital_gap_ev": 8.64,
  "lumo_ev": -5.63
}



Record 3
{
  "formula": "C8H15N",
  "method": "wB97M-V/def2-TZVPD",
  "species": ["C", "C", "N", "C", "C", "C", "C", "C", "C", "H", "H", "H", "H", "H", "H", "H", "H", "H", "H", "H", "H", "H", "H", "H"],
  "positions_angstrom": [[1.8607, 0.4324, -1.2865], [1.3491, 0.2927, -0.0257], [2.1783, 0.0405, 1.0888], [0.0419, 0.9350, 0.2860], [-0.0368, 2.4311, 0.3955], [-0.9037, 0.0141, 0.4018], [-2.3109, -0.0401, 0.8488], [-0.0985, -1.5573, 0.0350], [-0.6280, -1.9942, -1.3225], [1.3388, 1.0077, -2.0411], [2.7203, -0.1456, -1.6028], [1.6728, 0.0980, 1.9689], [2.9833, 0.6579, 1.0936], [0.4120, 2.9048, -0.4836], [0.5244, 2.7742, 1.2704], [-1.0664, 2.7780, 0.4919], [-2.5389, -1.0089, 1.3110], [-2.5429, 0.7336, 1.5850], [-2.9975, 0.0653, 0.0018], [0.9114, -1.9533, 0.1680], [-0.5869, -2.1257, 0.8347], [-1.7105, -1.8671, -1.4052], [-0.1537, -1.4180, -2.1228], [-0.4183, -3.0551, -1.4911]],
  "homo_energy_ev": -8.1,
  "spin_multiplicity": 1,
  "de_lowest_kcal_mol": 68.86,
  "e_tot_ha": -368.46300,
  "orbital_gap_ev": 9.06,
  "lumo_ev": 0.95
}



Record 4
{
  "formula": "C25H31N3O4",
  "method": "wB97M-V/def2-TZVPD",
  "species": ["O", "C", "C", "C", "C", "O", "N", "C", "C", "N", "C", "C", "C", "C", "C", "C", "O", "C", "C", "C", "C", "C", "C", "C", "N", "C", "C", "C", "C", "O", "C", "C", "H", "H", "H", "H", "H", "H", "H", "H", "H", "H", "H", "H", "H", "H", "H", "H", "H", "H", "H", "H", "H", "H", "H", "H", "H", "H", "H", "H", "H", "H", "H"],
  "positions_angstrom": [[-2.9444, 0.2175, 1.4175], [-2.0967, -0.5080, 1.8955], [-1.2647, -0.1305, 3.1179], [0.2177, 0.0600, 2.7000], [1.0427, -1.1549, 3.1080], [0.6666, -2.2883, 2.8414], [2.2061, -0.9491, 3.7441], [2.7189, 0.3400, 4.1444], [1.5212, 1.2787, 4.3300], [0.7077, 1.3510, 3.1463], [1.1921, 2.1971, 2.0682], [0.0342, 2.4953, 1.1492], [-1.0497, 3.2123, 1.6383], [-2.1651, 3.4152, 0.8482], [-2.2034, 2.9266, -0.4430], [-1.1157, 2.2248, -0.9473], [-1.2409, 1.7104, -2.2128], [-0.1787, 1.6558, -3.0697], [-0.2791, 0.7417, -4.1167], [0.7291, 0.6493, -5.0559], [1.8438, 1.4671, -4.9670], [1.9307, 2.3939, -3.9427], [0.9266, 2.4977, -2.9967], [-0.0037, 1.9960, -0.1434], [-1.7626, -1.7155, 1.4047], [-2.1998, -2.1926, 0.1168], [-1.0330, -2.2779, -0.8769], [-1.5329, -2.6188, -2.2819], [-0.3431, -2.7744, -3.2315], [0.5622, -3.7596, -2.7901], [1.0854, -3.4459, -1.5208], [-0.0104, -3.3392, -0.4599], [-1.6354, 0.8137, 3.5130], [-1.3578, -0.9056, 3.8794], [0.2448, 0.0543, 1.6027], [2.7435, -1.7770, 3.9618], [3.3957, 0.7390, 3.3775], [3.2793, 0.2316, 5.0758], [0.8948, 0.8934, 5.1415], [1.8613, 2.2801, 4.5976], [2.0211, 1.7403, 1.5003], [1.5551, 3.1266, 2.5156], [-1.0182, 3.5874, 2.6496], [-3.0139, 3.9538, 1.2397], [-3.0692, 3.0645, -1.0702], [-1.1605, 0.1228, -4.1787], [0.6441, -0.0671, -5.8593], [2.6343, 1.3901, -5.6978], [2.7858, 3.0510, -3.8788], [0.9905, 3.2398, -2.2142], [0.8264, 1.4178, -0.5293], [-1.0097, -2.2208, 1.8624], [-2.9501, -1.4844, -0.2445], [-2.6636, -3.1788, 0.2276], [-0.5409, -1.2976, -0.9092], [-2.1956, -1.8351, -2.6507], [-2.0888, -3.5579, -2.2504], [-0.6730, -3.0974, -4.2213], [0.1805, -1.8095, -3.3267], [1.7846, -4.2496, -1.2802], [1.6418, -2.4948, -1.5749], [0.4437, -3.1005, 0.5022], [-0.5117, -4.3056, -0.3750]],
  "homo_energy_ev": -8.3,
  "spin_multiplicity": 1,
  "de_lowest_kcal_mol": 50.50,
  "e_tot_ha": -1436.50850,
  "orbital_gap_ev": 8.79,
  "lumo_ev": 0.49
}



Record 5
{
  "formula": "C34H102N4O15",
  "method": "wB97M-V/def2-TZVPD",
  "species": ["C", "C", "O", "H", "H", "H", "H", "H", "H", "C", "C", "O", "H", "H", "H", "H", "H", "H", "C", "C", "O", "H", "H", "H", "H", "H", "H", "C", "C", "O", "H", "H", "H", "H", "H", "H", "C", "C", "O", "H", "H", "H", "H", "H", "H", "C", "C", "O", "H", "H", "H", "H", "H", "H", "C", "C", "O", "H", "H", "H", "H", "H", "H", "C", "C", "O", "H", "H", "H", "H", "H", "H", "C", "C", "O", "H", "H", "H", "H", "H", "H", "C", "C", "C", "O", "C", "N", "H", "H", "H", "H", "H", "H", "H", "H", "H", "H", "H", "C", "C", "C", "O", "C", "N", "H", "H", "H", "H", "H", "H", "H", "H", "H", "H", "H", "C", "C", "C", "O", "C", "N", "H", "H", "H", "H", "H", "H", "H", "H", "H", "H", "H", "C", "C", "C", "O", "C", "N", "H", "H", "H", "H", "H", "H", "H", "H", "H", "H", "H", "O", "H", "H", "O", "H", "H"],
  "positions_angstrom": [[3.1795, -0.3959, -3.2003], [3.5961, 1.0136, -2.9488], [4.8409, 0.9179, -2.3206], [2.3326, -0.4103, -3.8864], [2.9310, -0.8518, -2.2419], [3.9020, -1.0998, -3.6134], [2.9382, 1.6655, -2.3741], [3.5309, 1.5654, -3.8866], [4.6691, 0.3235, -1.5866], [2.0425, -1.2663, 5.7501], [3.1264, -0.3346, 5.1597], [2.8684, -0.2958, 3.7442], [2.4313, -1.6676, 6.6860], [1.8876, -2.1134, 5.0818], [1.1150, -0.7082, 5.8778], [4.0968, -0.7621, 5.4120], [3.0195, 0.6152, 5.6838], [3.3956, 0.4160, 3.3740], [-0.0808, 6.6916, 3.4478], [0.3966, 5.6556, 2.4843], [-0.5351, 4.9581, 1.6836], [-0.9569, 6.2990, 3.9639], [-0.2985, 7.5663, 2.8349], [0.7080, 6.9215, 4.1640], [0.8496, 4.8651, 3.0827], [1.1893, 6.2036, 1.9750], [-0.1854, 4.9506, 0.7895], [4.1020, 2.9275, 1.2823], [3.5308, 2.8716, 2.7006], [4.6067, 2.4454, 3.5428], [4.8450, 3.7247, 1.3053], [3.3717, 3.1609, 0.5075], [4.5341, 1.9474, 1.0802], [2.6967, 2.1760, 2.7926], [3.1354, 3.7707, 3.1733], [4.4051, 2.5425, 4.4763], [-3.9817, -1.3732, 0.5585], [-4.3461, -1.5676, -0.9091], [-5.2634, -2.7063, -0.9963], [-3.2744, -2.1586, 0.8250], [-4.7673, -1.5187, 1.3000], [-3.6181, -0.3564, 0.7068], [-3.4353, -1.7523, -1.4787], [-4.7684, -0.6324, -1.2768], [-4.7694, -3.5004, -0.7795], [0.9783, 3.7018, -1.3540], [-0.2191, 4.5584, -1.7967], [-1.2848, 4.3596, -0.9425], [1.1392, 3.7230, -0.2762], [1.9567, 3.9663, -1.7551], [0.9398, 2.6312, -1.5551], [-0.6717, 4.1943, -2.7190], [-0.0260, 5.6291, -1.8638], [-1.5925, 3.4503, -0.9318], [-2.3102, -4.0941, 3.3651], [-1.2273, -3.3629, 4.1415], [-1.5811, -1.9524, 4.3277], [-3.3514, -4.0704, 3.6865], [-2.1038, -5.1442, 3.1584], [-2.2614, -3.5301, 2.4336], [-0.2419, -3.5597, 3.7191], [-1.1496, -3.5764, 5.2075], [-0.9124, -1.2908, 4.1361], [-2.8767, -5.0263, -2.3658], [-3.0284, -5.6439, -0.9405], [-2.9228, -4.5709, 0.0142], [-2.8922, -5.8054, -3.1280], [-2.0347, -4.3524, -2.5243], [-3.7925, -4.4405, -2.4440], [-2.1466, -6.2053, -0.6318], [-3.9266, -6.2612, -0.9617], [-2.0720, -4.6907, 0.4424], [2.1480, -4.9097, 3.6011], [2.2115, -4.0834, 2.2419], [1.2549, -4.5220, 1.3607], [3.0258, -4.5697, 4.1507], [2.3092, -5.9782, 3.4579], [1.3343, -4.8463, 4.3235], [3.2285, -4.2987, 1.9144], [2.1821, -3.0117, 2.4386], [1.6117, -4.6375, 0.4770], [-3.8516, 3.8282, 4.8174], [-2.3766, 3.8380, 4.3059], [-1.3356, 3.4282, 5.4040], [-0.0822, 3.1668, 4.8505], [0.8457, 2.5421, 5.6844], [-2.4420, 2.9986, 3.2003], [-4.1113, 2.8850, 5.2981], [-4.6260, 3.9393, 4.0584], [-3.9052, 4.6737, 5.5032], [-2.2056, 4.8562, 3.9564], [-1.5122, 2.5164, 5.9746], [-1.2360, 4.2275, 6.1383], [0.8510, 1.4529, 5.7243], [0.8281, 2.9059, 6.7117], [1.7935, 2.8188, 5.2227], [-1.4548, 2.9408, 2.9948], [-2.8852, 3.4881, 2.4360], [1.3381, -4.0439, -3.6106], [1.3707, -4.0771, -5.1273], [-0.0043, -3.8264, -5.8086], [-0.5440, -2.7862, -4.9949], [-1.7704, -2.2964, -5.5023], [2.2990, -2.9955, -5.4968], [0.4322, -4.5104, -3.2236], [1.3815, -3.0458, -3.1745], [2.2338, -4.4979, -3.1869], [1.8271, -5.0393, -5.3596], [-0.6344, -4.7152, -5.7759], [0.1126, -3.6740, -6.8816], [-2.0076, -1.6113, -4.6884], [-2.5929, -2.9870, -5.6886], [-1.6788, -1.7473, -6.4394], [1.6687, -2.2363, -5.2813], [2.3661, -2.9637, -6.5041], [0.3251, 1.6681, 1.6225], [-0.3242, 0.3186, 2.0414], [0.0215, -0.8566, 1.0716], [-0.4206, -0.5631, -0.2672], [-0.4287, -1.5171, -1.3089], [0.0352, 0.0064, 3.4211], [0.2112, 2.5347, 2.2737], [0.0282, 2.0296, 0.6379], [1.3951, 1.4798, 1.5350], [-1.4097, 0.4170, 2.0396], [-0.5503, -1.7250, 1.3987], [1.0696, -1.1420, 0.9814], [0.5009, -2.0262, -1.5634], [-0.8737, -1.1503, -2.2339], [-0.9761, -2.3363, -0.8427], [1.0041, -0.2787, 3.4197], [0.0671, 0.8741, 3.9370], [0.5858, 0.1984, -8.8246], [-0.1596, 1.1447, -7.8526], [0.3236, 0.8484, -6.4522], [-0.5142, 1.4754, -5.4525], [0.1727, 1.5267, -4.1958], [-0.0263, 2.4409, -8.4136], [0.5803, -0.8187, -8.4328], [1.6649, 0.3229, -8.7350], [0.2008, 0.0677, -9.8359], [-1.2009, 0.8629, -8.0089], [1.3676, 1.1492, -6.3645], [0.4485, -0.2092, -6.2195], [0.4260, 0.5198, -3.8639], [-0.4292, 2.0149, -3.4294], [1.1005, 2.0913, -4.2884], [-0.1236, 2.2546, -9.4015], [-0.8654, 2.9913, -8.2994], [-3.3198, 0.1578, 3.6727], [-2.9568, 1.0375, 3.7761], [-2.5535, -0.4134, 3.6210], [-2.0737, 1.9351, -0.9565], [-1.6875, 1.2665, -0.3907], [-2.4138, 1.4473, -1.7066]],
  "homo_energy_ev": [-11.0, -11.0],
  "spin_multiplicity": 2,
  "charge": 1,
  "s_squared": 0.758,
  "e_tot_ha": -2703.57619,
  "orbital_gap_ev": [9.05, 2.67],
  "lumo_ev": [-1.94, -8.32]
}



Record 6
{
  "formula": "C9H9N9Pd",
  "method": "wB97M-V/def2-TZVPD",
  "species": ["Pd", "C", "C", "C", "C", "C", "C", "C", "H", "H", "H", "H", "H", "H", "H", "H", "N", "C", "N", "N", "N", "N", "C", "N", "N", "N", "N", "H"],
  "positions_angstrom": [[0.0386, -0.0917, -0.0218], [-0.1185, -2.3038, -2.9146], [0.3932, -2.1237, -1.5234], [1.6481, -1.5157, -1.2956], [2.1218, -1.3257, -0.0045], [1.3351, -1.7218, 1.0952], [0.0933, -2.3538, 0.8809], [-0.3747, -2.5391, -0.4115], [-0.7080, -3.2163, -2.9979], [0.7008, -2.3353, -3.6309], [-0.7595, -1.4540, -3.1685], [2.2569, -1.2233, -2.1399], [3.0984, -0.8920, 0.1549], [1.7059, -1.5862, 2.1007], [-0.4850, -2.7089, 1.7217], [-1.3233, -3.0327, -0.5729], [-1.4638, 2.9753, 0.0428], [-1.5889, 2.2192, -1.0855], [-2.2468, 2.5699, -2.1708], [-2.1038, 1.5260, -3.0169], [-1.4008, 0.5940, -2.4810], [-1.0601, 1.0155, -1.2447], [-0.7687, 2.5662, 1.1475], [-0.6263, 3.2648, 2.2507], [0.1245, 2.4849, 3.0654], [0.4231, 1.3759, 2.4944], [-0.1382, 1.4042, 1.2635], [-1.9050, 3.8786, 0.0643]],
  "homo_energy_ev": -8.5,
  "spin_multiplicity": 1,
  "e_tot_ha": -968.97375,
  "orbital_gap_ev": 6.91,
  "lumo_ev": -1.59
}